(1)
Computed, not measured: a single C2H5N molecule at a distorted geometry, with ωB97M-V/def2-TZVPD.

Properties
energy = -133.90543 Eh
gap between HOMO and LUMO = 10.98 eV
SMILES string = C1CN1

Each line ends with the Löwdin charge.
Geometry (Å):
C (-0.12392, -0.16294, -0.73566)  -0.221
C (0.58739, 0.28771, 0.45153)  -0.197
H (0.27334, -0.91635, -1.39542)  0.088
H (-0.82035, 0.50959, -1.26286)  0.104
H (0.45550, 1.32194, 0.80217)  0.101
H (1.55775, -0.15970, 0.70630)  0.098
H (-1.38365, -0.21885, 0.85594)  0.057
N (-0.54607, -0.66141, 0.57801)  -0.030


(2)
Computed, not measured: a molecular structure, C2H5N2O at a distorted geometry, with ωB97M-V/def2-TZVPD.

Properties
energy = -263.53186 Eh
charge = +1
gap between HOMO and LUMO = 8.93 eV

Each line ends with the Löwdin charge.
Geometry (Å):
C (1.06096, 0.88511, -0.78788)  -0.158
C (-0.97271, 0.17285, -0.54621)  -0.051
N (0.39331, 0.08930, -0.03496)  0.019
N (0.55307, -0.79732, 1.61746)  0.318
O (1.65572, 1.66629, -1.34282)  0.367
H (-1.79192, 0.05733, 0.28477)  0.151
H (-1.15451, 1.12402, -1.10164)  0.122
H (-1.25464, -0.54129, -1.29233)  0.088
H (-0.03132, -1.56084, 1.53089)  0.042
H (1.54204, -1.09546, 1.67273)  0.103


(3)
Computed, not measured: a gas-phase ion, C2H5N2O (charge +1) at a distorted geometry, with ωB97M-V/def2-TZVPD.

Properties
energy = -263.45412 Eh
charge = +1
gap between HOMO and LUMO (alpha / beta) = 9.78 / 9.31 eV
spin multiplicity = 3

Each line ends with the Löwdin charge.
Geometry (Å):
C (0.17905, 0.30336, 0.42164)  -0.012
C (-0.63995, -0.83458, 0.01692)  -0.155
N (-1.70651, 1.03232, -0.14356)  0.187
N (1.36659, 0.52057, 0.09676)  0.226
O (-1.93912, -0.29005, 0.16572)  -0.077
H (-0.45218, -1.24422, -1.01471)  0.162
H (-0.65054, -1.64792, 0.94427)  0.219
H (-2.40178, 1.62651, 0.17231)  0.082
H (1.83903, -0.32917, -0.37016)  0.211
H (1.83470, 1.29999, 0.53325)  0.158


(4)
Computed, not measured: a gas-phase ion, C2H5N2O2 (charge +1) at a distorted geometry, with ωB97M-V/def2-TZVPD.

Properties
energy = -338.70415 Eh
charge = +1
gap between HOMO and LUMO (alpha / beta) = 8.22 / 8.22 eV

Each line ends with the Löwdin charge.
Geometry (Å):
C (0.84106, -0.07549, -0.75677)  -0.074
C (-0.78096, 0.36994, 1.50720)  0.134
N (-0.38578, -0.51708, -0.87484)  -0.051
N (1.16064, 0.64722, 0.36544)  0.050
O (0.39368, 0.70827, 1.42935)  0.081
O (-0.62728, -1.21135, -1.95797)  -0.009
H (1.60364, 0.16934, -1.47783)  0.157
H (-1.27675, 0.58663, 2.54547)  0.173
H (-1.56612, 0.01093, 0.78410)  0.137
H (2.12054, 1.06400, 0.48137)  0.222
H (-1.48266, -1.75241, -2.04552)  0.181


(5)
Computed, not measured: a gas-phase ion, C2H5N2O3 (charge +1) at a distorted geometry, with ωB97M-V/def2-TZVPD.

Properties
energy = -414.02906 Eh
charge = +1
gap between HOMO and LUMO = 9.02 eV
SMILES string = [NH3+]/C([O-])=C/[N+](=O)O

Each line ends with the Löwdin charge.
Geometry (Å):
C (-0.71225, -0.61886, 0.08052)  0.063
C (0.54918, 0.18602, -0.00208)  -0.311
N (-1.60843, -0.70549, -0.96495)  -0.281
N (1.43108, 0.46817, 1.23579)  0.280
O (-1.29636, -0.12884, -2.15077)  0.157
O (-2.61627, -1.30038, -0.93967)  0.208
O (0.84922, 0.84493, -0.98043)  0.097
H (-0.95275, -0.96482, 1.03140)  0.103
H (1.02085, 0.13754, 2.11511)  0.171
H (1.35981, 1.44252, 1.40137)  0.152
H (2.46844, 0.16572, 1.21662)  0.232
H (-0.49251, 0.47349, -2.04291)  0.129


(6)
Computed, not measured: 2 unconnected molecules or ions with the total composition C2H5N2O3 at a distorted geometry, with ωB97M-V/def2-TZVPD.

Properties
energy = -413.94103 Eh
charge = +1
gap between HOMO and LUMO = 10.00 eV

Each line ends with the Löwdin charge.
Geometry (Å):
C (-0.19365, -0.60223, -0.04237)  -0.022
C (1.14307, 1.00573, 0.84003)  0.008
N (0.00333, -1.36026, -1.06926)  0.241
N (-1.53717, -0.31666, 0.29705)  -0.438
O (-1.97382, -1.15229, 1.10370)  0.145
O (-1.87019, 0.77228, -0.03514)  0.151
O (1.54151, 1.57812, -0.20196)  0.104
H (1.80298, 0.20500, 1.23211)  0.139
H (0.23059, 1.10178, 1.39631)  0.106
H (0.81400, -1.84700, -1.49086)  0.174
H (-0.83947, -1.72382, -1.48898)  0.143
H (0.87881, 2.33934, -0.54063)  0.249


(7)
Computed, not measured: 2 unconnected molecules or ions with the total composition C2H5N2OP at a distorted geometry, with ωB97M-V/def2-TZVPD.

Properties
energy = -605.20089 Eh
gap between HOMO and LUMO = 7.52 eV
SMILES string = NC1=PO1.C=N

Each line ends with the Löwdin charge.
Geometry (Å):
C (1.75089, 1.31626, 0.96575)  -0.879
C (-1.16697, -1.34295, 0.19799)  -0.111
N (-0.48972, -0.28894, 0.07864)  -0.034
N (1.47996, 1.54457, -0.32871)  0.135
O (2.15096, 2.11534, 1.89043)  -0.275
P (1.39664, 0.40797, 2.38132)  0.825
H (-0.77758, -2.25437, -0.21285)  0.054
H (-2.15078, -1.43022, 0.73988)  0.086
H (-0.92550, 0.57653, 0.42438)  0.053
H (2.03895, 2.19061, -0.77074)  0.076
H (0.84560, 0.91301, -0.82321)  0.071


(8)
Computed, not measured: 2 unconnected molecules or ions with the total composition C2H5N2P at a distorted geometry, with ωB97M-V/def2-TZVPD.

Properties
energy = -529.94400 Eh
gap between HOMO and LUMO = 8.33 eV
SMILES string = C1=NN=PC1.[H][H]

Each line ends with the Löwdin charge.
Geometry (Å):
C (0.63137, 1.59230, 0.67525)  -0.208
C (0.63864, 0.19957, 1.22461)  -0.395
N (0.10170, 1.68903, -0.50342)  -0.119
N (-0.27966, 0.56257, -1.02117)  -0.391
P (-0.01924, -0.84149, -0.25380)  0.901
H (-1.78304, -2.66940, -2.70974)  0.010
H (1.24868, 2.35329, 1.20375)  0.114
H (1.63685, -0.19732, 1.57566)  0.086
H (-0.13215, -0.17161, 1.84302)  0.022
H (-2.04315, -2.51695, -2.03417)  -0.021


Relative energy (zero: lowest compared OMol25 entry of this formula, charge and spin) list, top to bottom, in eV: 0.762 4.965 2.415 5.528 4.981 7.377 3.032 2.676